Here is the molecule C4H5NO5 at a distorted geometry from OMol25. Energies are from ωB97M-V/def2-TZVPD.

Properties
highest occupied orbital energy: -8.66 eV
relative energy (zero: lowest compared OMol25 entry of this formula, charge and spin): 116.2 kcal per mole
Kohn-Sham gap: 8.138 eV

Last column: natural (NBO) charge in e.
Cartesian coordinates (Å):
N1 -0.75936 -0.17275 -0.48388  -0.157
C1 -0.09943 -1.21778 -1.19657  0.901
C2 1.08792 0.73589 1.08306  0.734
C3 -0.72704 1.13900 -0.64902  -0.170
C4 -0.32016 1.08168 0.70046  -0.064
O1 -2.06049 -0.86818 0.28082  -0.669
O2 0.47278 -0.73228 -2.30066  -0.653
O3 1.35906 1.26527 2.29725  -0.672
O4 -0.05814 -2.35145 -0.81145  -0.588
O5 1.87606 0.08088 0.45292  -0.577
H1 -1.71789 -1.73970 0.53857  0.469
H2 0.97308 -1.45358 -2.71016  0.509
H3 2.27819 1.04830 2.52000  0.503
H4 -1.35147 1.78154 -1.24682  0.216
H5 -0.95312 1.40316 1.52548  0.218

Force components x, y, z for each atom (eV/Å):
N -0.3807 -1.2785 -0.0489
C -0.1370 -0.1127 -0.0655
C 0.2535 -0.6961 0.1120
C 0.0696 0.2067 0.3112
C -0.8102 0.5225 0.0210
O 1.2142 0.6394 -0.3483
O -0.0791 -0.0339 0.1731
O -0.0586 0.0301 -0.2201
O -0.0392 0.2108 -0.0937
O -0.2036 0.3101 0.1183
H 0.0872 0.0806 -0.0664
H -0.0732 0.0004 0.0893
H -0.0774 -0.0186 -0.1185
H 0.0976 0.0082 -0.0378
H 0.1370 0.1309 0.1744